(1)
{
  "formula": "C43H41HgN3O7P2",
  "method": "ωB97M-V/def2-TZVPD",
  "species": ["Hg", "O", "C", "C", "C", "N", "C", "C", "C", "O", "O", "C", "O", "O", "H", "H", "H", "C", "C", "P", "C", "C", "C", "C", "C", "C", "C", "C", "C", "C", "C", "C", "P", "C", "C", "C", "C", "C", "C", "C", "C", "C", "C", "C", "C", "H", "H", "H", "H", "H", "H", "H", "H", "H", "H", "H", "H", "H", "H", "H", "H", "H", "H", "H", "H", "H", "H", "H", "H", "C", "O", "C", "C", "O", "C", "H", "H", "H", "H", "H", "H", "H", "H", "H", "H", "N", "C", "C", "C", "C", "C", "N", "C", "H", "H", "H", "H"],
  "xyz": [[-0.57787, -0.08705, -0.34225], [-1.36051, 2.54761, -6.20611], [-1.21527, 1.92716, -5.02160], [-0.88289, 2.65472, -3.84424], [-0.81452, 2.00729, -2.62476], [-1.09636, 0.70852, -2.49940], [-1.45817, 0.00160, -3.60481], [-1.40506, 0.54151, -4.88832], [-1.92507, -1.38703, -3.35489], [-2.12951, -2.12791, -4.32502], [-2.09169, -1.73531, -2.11668], [-0.52646, 2.85441, -1.40403], [-0.75674, 4.06929, -1.40817], [-0.15407, 2.10448, -0.36377], [-1.08160, 3.46765, -6.14828], [-0.68008, 3.71812, -3.88502], [-1.45264, -0.13925, -5.75394], [-0.88201, -3.32470, 0.88359], [-1.35203, -2.64024, 2.18871], [-1.86979, -0.95338, 1.71686], [-2.20317, 0.04161, 3.18171], [-1.12018, 0.36184, 4.03517], [-1.30186, 1.07383, 5.20956], [-2.56025, 1.53324, 5.57760], [-3.64786, 1.18940, 4.76494], [-3.47820, 0.47842, 3.57503], [-3.48381, -1.11194, 0.96881], [-4.47017, -1.90689, 1.57142], [-5.75707, -1.92567, 1.05384], [-6.09558, -1.19210, -0.07262], [-5.14221, -0.38905, -0.67245], [-3.84306, -0.36858, -0.14260], [0.32760, -2.35006, -0.07773], [1.80835, -2.31251, 0.93215], [2.26840, -1.16665, 1.58731], [3.46088, -1.21330, 2.26530], [4.22337, -2.38575, 2.30634], [3.71126, -3.53774, 1.77925], [2.50687, -3.50540, 1.08874], [0.83674, -3.15550, -1.65680], [-0.16673, -3.74220, -2.42966], [0.09537, -4.23443, -3.68384], [1.38190, -4.17984, -4.17045], [2.40930, -3.76243, -3.37791], [2.16920, -3.24030, -2.11578], [-1.76089, -3.38574, 0.19201], [-0.54131, -4.33761, 1.11101], [-0.46577, -2.60515, 2.82525], [-2.08053, -3.26269, 2.70522], [-0.09897, -0.03513, 3.80516], [-0.38684, 1.25793, 5.80096], [-2.71498, 2.13218, 6.44477], [-4.69893, 1.42857, 4.96536], [-4.31207, 0.33010, 2.93116], [-4.22519, -2.47704, 2.51192], [-6.46155, -2.62832, 1.47044], [-7.08014, -1.20179, -0.52598], [-5.33272, 0.13957, -1.58802], [-3.06128, 0.28316, -0.56293], [1.70877, -0.22368, 1.63681], [3.87600, -0.29854, 2.74178], [5.23714, -2.28007, 2.75022], [4.20898, -4.50255, 1.92340], [2.08726, -4.43354, 0.70767], [-1.12178, -3.94228, -1.97702], [-0.69332, -4.55765, -4.33953], [1.57262, -4.47870, -5.19479], [3.44972, -3.78436, -3.74574], [2.99836, -3.03688, -1.46135], [1.62363, 3.10295, 4.06104], [0.42927, 3.38617, 3.33036], [0.35534, 4.77051, 2.96722], [-0.77890, 4.97781, 1.98879], [-1.79683, 4.02811, 2.28330], [-2.90126, 4.21642, 1.46211], [2.25894, 2.48121, 3.37439], [1.36100, 2.61485, 5.00868], [2.17351, 4.03968, 4.30723], [1.28424, 5.17017, 2.52933], [0.20434, 5.33376, 3.88949], [-0.41799, 4.79216, 0.97006], [-1.11324, 6.01332, 2.10130], [-3.26449, 5.27260, 1.44912], [-3.70821, 3.55494, 1.72929], [-2.51292, 4.05214, 0.43119], [5.15696, 0.22693, -6.41001], [5.28958, 0.17341, -5.26534], [5.45567, 0.22074, -3.87147], [6.59079, 0.85920, -3.35766], [6.76237, 0.91850, -1.99271], [5.66288, 0.52256, -1.14529], [4.61073, -0.07102, -1.63501], [4.49916, -0.27934, -2.93942], [7.39002, 1.24991, -4.02898], [7.63660, 1.33498, -1.55047], [5.78831, 0.63751, -0.03897], [3.64112, -0.90543, -3.27051]],
  "e_lumo_ha": [0.0687, 0.0687],
  "charge": -1,
  "e_homo_ev": [-0.63, -4.57],
  "gap_ev": [2.50, 6.44],
  "spin_multiplicity": 2,
  "s2": 0.766
}

(2)
{
  "formula": "C9H15ClN",
  "method": "ωB97M-V/def2-TZVPD",
  "species": ["C", "C", "C", "C", "Cl", "C", "C", "C", "N", "C", "C", "H", "H", "H", "H", "H", "H", "H", "H", "H", "H", "H", "H", "H", "H", "H"],
  "xyz": [[-3.38322, -1.57691, -0.37404], [-2.20190, -0.77252, -0.12676], [-2.32015, 0.18684, 1.01916], [-1.99745, 1.45960, 1.03578], [-1.29975, 2.18385, -0.31603], [-1.13932, -1.06106, -0.89879], [0.19421, -0.52338, -0.79033], [0.85426, -0.18528, 0.29954], [2.14709, 0.53979, 0.19842], [3.16650, -0.43570, 0.64722], [2.60075, 1.45111, -0.91013], [-3.81896, -2.17788, 0.57472], [-3.37177, -2.36108, -1.07261], [-4.29136, -0.85519, -0.51153], [-2.83025, -0.07831, 1.98539], [-2.19423, 2.14103, 1.98861], [-1.38750, -1.73117, -1.58308], [0.60432, -0.22672, -1.66837], [0.48539, -0.41222, 1.25410], [1.84660, 1.27801, 0.92308], [4.16806, 0.04907, 0.37937], [2.87846, -0.61934, 1.79023], [3.14589, -1.28931, -0.00841], [3.13316, 0.85725, -1.76142], [1.76845, 2.01970, -1.52651], [3.24276, 2.13980, -0.54764]],
  "e_lumo_ha": -0.1153,
  "charge": 1,
  "e_homo_ev": -12.15,
  "gap_ev": 9.01,
  "smiles": "CC(/C=C\\Cl)=C/C=C/[NH+](C)C",
  "spin_multiplicity": 1
}

For each record above, in turn, the calculated energy relative to the best compared isomer or geometry (same formula, charge and spin) values are 0.00 339.43 kJ/mol.